Here is C3H3N3 in the gas phase from the Open Molecules 2025 dataset. Energies are from the ωB97M-V functional and the def2-TZVPD basis.

**Calculated total energy**: -280.11248 hartree
**LUMO (alpha / beta)**: -0.73 / -0.73 eV
**Energy above the lowest of the compared OMol25 structures with the same formula, charge and spin**: 168.36 kcal per mole
**Strongest force on any atom**: 4.995 eV/Å
**Orbital gap (alpha / beta)**: 7.072 / 7.069 eV
**SMILES**: c1n[nH]c2c1N2

Each atom is followed by the atoms it is bonded to, with distances in Å.
Geometry (Å):
1 N -1.0442 -0.8184 -0.2718  N2 1.299, C6 1.684, H8 0.986
2 N -0.7255 -0.4957 0.9456  N1 1.299, C5 1.305
3 N 0.6689 0.6773 -1.3630  C4 1.288, C6 1.443, H7 0.982
4 C 0.1207 1.1690 -0.3065  N3 1.288, C5 1.401, C6 1.511
5 C -0.0298 0.6080 0.9683  N2 1.305, C4 1.401, H9 1.007
6 C -0.7587 0.4708 -1.3177  N1 1.684, N3 1.443, C4 1.511
7 H 1.4703 0.4973 -1.9017  N3 0.982
8 H -1.5470 -1.6086 -0.5788  N1 0.986
9 H 0.0814 1.1046 1.8378  C5 1.007